No. 1
109
Properties=species:S:1:pos:R:3:mulliken_charge:R:1 method="wB97M-V/def2-TZVPD" multiplicity=1 gap_ev=8.9 total_energy_ha=-148412.64542 mol_weight_da=5054.872
N 0.21805 -2.55259 -2.78264 -0.3453
C 0.66344 -1.50336 -2.67773 -0.1441
C 1.23402 -0.16595 -2.52468 -0.2698
I 1.65056 0.14850 -0.45185 0.3294
C 0.35790 0.96342 -3.15874 0.5192
C 0.32616 2.20078 -2.38047 -0.2083
N 0.27530 3.16484 -1.75653 -0.4199
P -1.36672 0.44346 -3.60289 0.1389
N -1.40102 -0.45156 -4.86564 -0.4268
H 2.20596 -0.17375 -3.01670 0.3869
H 0.79434 1.21417 -4.13415 0.2401
H -2.03270 1.67655 -3.60869 -0.0570
H -1.78646 -0.17256 -2.41293 0.0884
H -1.95821 -0.08457 -5.62876 0.2036
C -0.68791 -4.15758 -5.72355 -0.0080
Br 0.01687 -2.99015 -7.07051 -0.0378
Br -2.47405 -4.72331 -6.14919 -0.0343
Br 0.47205 -5.67173 -5.46433 0.0473
H -0.72985 -3.59971 -4.79598 0.0169
C 2.44578 3.14392 3.03823 -0.2782
Br 3.42152 4.65904 3.69683 -0.0748
Br 1.74767 3.43857 1.28172 -0.0745
Br 3.55139 1.56081 3.09454 0.0537
H 1.61365 2.97400 3.70750 0.4205
C -2.94349 3.78953 -6.73085 -0.2887
Br -4.15242 3.08232 -8.03832 0.0678
Br -3.72858 3.78563 -4.97374 0.0127
Br -1.26011 2.85768 -6.75676 -0.0678
H -2.74660 4.82159 -6.98735 0.3278
C 2.18131 -9.48506 -4.22520 0.3363
Br 2.90144 -8.20301 -5.45969 -0.1021
Br 0.38618 -9.95798 -4.71832 0.0299
Br 3.31802 -11.02408 -4.07789 -0.0124
H 2.13516 -9.02135 -3.24829 -0.2851
C 6.83976 3.47074 4.32130 0.3876
Br 7.42498 3.65746 2.50470 -0.0148
Br 7.29955 1.75428 5.05069 -0.0177
Br 7.44301 4.90848 5.43586 0.0635
H 5.76091 3.52561 4.30205 -0.4513
C 2.99380 -6.42232 -0.83046 -0.2669
Br 2.66234 -8.30364 -0.57926 0.0424
Br 4.87570 -6.04029 -0.87636 -0.0107
Br 2.09408 -5.78518 -2.40215 0.0994
H 2.58170 -5.90336 0.02427 0.2007
C -6.04871 6.81286 -5.78593 -0.3409
Br -5.22750 6.65966 -7.52456 0.0688
Br -6.97585 8.47603 -5.55673 0.0278
Br -7.18432 5.30714 -5.43533 -0.0087
H -5.24119 6.78031 -5.06751 0.3292
C -2.02914 -10.26587 -8.48229 -0.3432
Br -1.20173 -8.58847 -8.05565 0.0251
Br -2.71075 -10.28427 -10.27923 -0.0454
Br -0.83980 -11.74122 -8.16497 -0.0235
H -2.87382 -10.38782 -7.81937 0.3578
C -7.52739 12.91698 -4.98344 -0.3002
Br -5.67249 12.42883 -5.06112 -0.0162
Br -8.64884 11.50262 -5.64752 -0.0493
Br -8.04852 13.45183 -3.21652 -0.0124
H -7.66708 13.76664 -5.63647 0.3438
C 1.54177 -1.48666 3.14356 0.4105
Br 0.23514 -0.55588 4.19672 -0.0052
Br 2.93115 -2.23578 4.23986 0.0014
Br 0.73233 -2.79323 1.99696 -0.0052
H 2.01726 -0.75029 2.50997 -0.4639
C 8.09550 7.85750 8.39938 -0.3731
Br 6.43965 7.95791 7.43348 -0.0229
Br 8.27084 6.14991 9.27348 -0.0402
Br 9.59685 8.21807 7.26275 -0.0045
H 8.07464 8.61487 9.17002 0.4086
C 4.59310 4.67771 9.37579 0.2485
Br 4.01013 4.67267 7.54954 0.0778
Br 3.29762 5.51824 10.52255 -0.0335
Br 5.04791 2.91610 9.98004 0.0069
H 5.49256 5.27807 9.42232 -0.2469
C -6.02762 8.73869 -10.49236 -0.3051
Br -6.67190 7.15495 -11.36869 0.0558
Br -5.49142 10.09212 -11.74490 -0.0250
Br -7.29383 9.39571 -9.21468 0.0697
H -5.14676 8.44962 -9.93570 0.1904
C 1.88520 -6.04341 5.39589 -0.0835
Br 2.15512 -6.88840 3.69711 0.0993
Br 0.04202 -5.59934 5.67444 -0.0001
Br 2.57935 -7.13207 6.81713 -0.0357
H 2.44327 -5.11725 5.38298 0.0304
C 0.61111 2.90370 12.00346 0.0546
Br -0.75347 3.47712 13.23305 0.0058
Br 1.65724 1.47271 12.73519 0.0012
Br -0.13518 2.44138 10.29876 0.0069
H 1.27202 3.74426 11.84763 -0.0645
C 2.53199 -10.90181 5.92772 0.0373
Br 0.82336 -11.21624 5.10991 0.0106
Br 3.01525 -12.31220 7.13894 -0.0301
Br 3.89045 -10.60282 4.60631 -0.0097
H 2.44375 -9.99266 6.50498 -0.0355
C -2.04103 3.43227 17.03256 0.2758
Br -2.15623 1.53862 17.31914 0.0048
Br -3.78099 4.24321 16.95642 -0.0038
Br -0.92276 4.27959 18.34338 -0.0056
H -1.57641 3.58510 16.06939 -0.2908
C -5.96653 3.15141 -12.50806 -0.3152
Br -5.43710 2.08983 -14.01627 -0.0100
Br -7.79203 3.73264 -12.65929 -0.0257
Br -5.65916 2.22886 -10.85065 0.0097
H -5.34770 4.03797 -12.50202 0.2962
C 0.08732 -11.79364 0.36852 -0.3560
Br -0.22376 -10.25279 1.47038 0.0022
Br -1.23002 -13.15741 0.66043 -0.0464
Br 0.19293 -11.28088 -1.48310 0.0453
H 1.04701 -12.20553 0.64744 0.3595

***

No. 2
103
Properties=species:S:1:pos:R:3:mulliken_charge:R:1 method="wB97M-V/def2-TZVPD" charge=+2 multiplicity=1 gap_ev="7.0 / 7.0" total_energy_ha=-4885.54899 mol_weight_da=974.459
Co -0.43709 0.20325 -0.33957 -0.0219
O 1.49073 0.31024 -0.52189 -0.6921
P 2.72190 -0.14742 0.25871 1.0906
C 2.17449 -1.02269 1.74104 -1.8121
P 0.79952 -0.14691 2.55818 1.1931
O -0.32162 0.08097 1.56278 0.1546
C 0.27486 -1.20317 3.88645 0.5438
C 0.24702 -0.75766 5.20597 -0.5922
C -0.20058 -1.60922 6.20573 -0.7981
C -0.62227 -2.89124 5.88744 -0.5815
C -0.61072 -3.33188 4.56813 -0.8873
C -0.16488 -2.49117 3.56471 -0.1437
C 1.41695 1.40241 3.18700 0.3224
C 0.70778 2.56200 2.88525 -0.7208
C 1.17030 3.78773 3.34038 -0.6119
C 2.33703 3.85343 4.08731 -0.6296
C 3.04432 2.69589 4.39304 -0.7753
C 2.58380 1.46880 3.94916 -0.3809
C 3.73344 1.24194 0.73584 0.6405
C 4.96966 1.00325 1.33723 -0.9738
C 5.78001 2.06858 1.68667 -0.7816
C 5.36144 3.36907 1.43056 -0.5648
C 4.13565 3.60664 0.82671 -0.6238
C 3.31700 2.54270 0.47457 -0.2964
C 3.73065 -1.24827 -0.71217 0.8875
C 3.97233 -0.89243 -2.03974 -0.5051
C 4.79418 -1.68401 -2.82230 -0.8114
C 5.37766 -2.82508 -2.28306 -0.5503
C 5.14108 -3.17764 -0.96260 -0.7857
C 4.31863 -2.38817 -0.17166 -0.3284
H 2.99087 -1.17513 2.44984 1.0096
H 1.79550 -2.00027 1.42398 0.9322
H 0.57345 0.24377 5.45500 0.3964
H -0.21919 -1.26987 7.23230 0.4359
H -0.96708 -3.55288 6.67081 0.4099
H -0.95138 -4.32912 4.32484 0.4741
H -0.18515 -2.82912 2.53348 0.0166
H -0.20643 2.50063 2.30799 0.4056
H 0.61844 4.69035 3.11409 0.4619
H 2.69805 4.81045 4.44033 0.4445
H 3.95038 2.75206 4.98101 0.4638
H 3.13475 0.56918 4.19964 0.4258
H 5.31350 -0.01044 1.51388 0.4270
H 6.74198 1.88767 2.14682 0.4513
H 6.00057 4.20052 1.69665 0.4530
H 3.81862 4.62093 0.62423 0.4593
H 2.35840 2.71964 0.00436 0.3392
H 3.51524 -0.00416 -2.46069 0.4310
H 4.98281 -1.41256 -3.85217 0.4588
H 6.02143 -3.44069 -2.89692 0.4332
H 5.59464 -4.06735 -0.54772 0.4618
H 4.13109 -2.68038 0.85439 0.4359
C -0.19093 2.83564 -2.75891 -0.8088
Te -0.20895 0.70398 -2.88760 0.2268
C -2.05813 0.96520 -3.90005 -0.2902
C -2.01431 2.38115 -4.42114 0.2560
C -2.86376 2.79463 -5.44243 -0.7214
C -2.83241 4.10460 -5.89137 -0.6190
C -1.94533 5.01140 -5.32613 -0.6194
C -1.09019 4.60340 -4.31591 -0.6906
C -1.12055 3.28957 -3.85980 0.5461
H 0.82677 3.19167 -2.90550 0.6796
H -0.54524 3.13605 -1.77308 0.3513
H -2.85436 0.80213 -3.17826 -0.3436
H -2.13381 0.22424 -4.69323 0.6400
H -3.54594 2.08455 -5.89393 0.4772
H -3.48986 4.41564 -6.69175 0.4207
H -1.91031 6.03146 -5.68346 0.4256
H -0.38690 5.30627 -3.88611 0.4753
C 1.05449 -4.84982 -2.01474 -0.9852
C 1.42201 -3.52752 -2.33676 -0.8188
C 0.74751 -2.46720 -1.80299 -0.1500
C -0.34178 -2.64477 -0.90448 1.5274
C -1.08616 -1.58033 -0.29626 1.5830
C -2.12412 -1.87692 0.53755 -0.0152
C -2.51107 -3.21006 0.80099 -1.5008
C -1.81980 -4.24448 0.24987 -1.0951
C -0.71944 -3.98838 -0.60474 1.1820
C 0.00467 -5.06659 -1.17422 -1.0014
H 1.59699 -5.68289 -2.44093 0.4551
H 2.24598 -3.34846 -3.01674 0.5545
H 1.05467 -1.47288 -2.07661 -0.5231
H -2.62744 -1.09418 1.08629 0.4338
H -3.34094 -3.39668 1.47153 0.5817
H -2.08941 -5.27162 0.46179 0.4680
H -0.30278 -6.07579 -0.92846 0.4600
C -7.31980 1.40474 0.54684 -1.4324
C -6.19322 0.74963 -0.17581 0.6795
C -6.31451 -0.28799 -1.05916 -1.0796
C -5.15255 -0.80221 -1.65200 0.8817
N -3.94495 -0.29631 -1.39707 -0.1092
C -3.82796 0.69430 -0.53125 0.2326
S -2.34419 1.43528 -0.08619 -0.6096
N -4.94119 1.19737 0.07696 0.0422
C -5.20600 -1.95791 -2.58997 -1.3067
H -8.27379 1.06280 0.15618 0.3875
H -7.26648 2.48922 0.44408 0.4017
H -7.27482 1.16163 1.61020 0.3364
H -7.28745 -0.69348 -1.29248 0.4704
H -4.80052 1.94593 0.74462 0.3596
H -6.19753 -2.09377 -3.01485 0.4688
H -4.93880 -2.86303 -2.03772 0.2434
H -4.46922 -1.83241 -3.38078 0.2820

***

No. 3
49
Properties=species:S:1:pos:R:3:nbo_charge:R:1 method="wB97M-V/def2-TZVPD" charge=+3 multiplicity=1 gap_ev=6.9 total_energy_ha=-2482.11369 mol_weight_da=682.848
C -3.66435 2.42392 -5.46394 -0.7610
C -2.94123 1.79558 -4.33096 0.5702
H -4.54666 1.82019 -5.71081 0.2970
H -3.01147 2.48555 -6.33790 0.2792
H -3.96945 3.44016 -5.18748 0.3038
O -3.37941 0.96968 -3.54936 -0.5180
I -0.79756 2.46369 -4.21849 0.1465
Pb -1.46103 1.30546 -1.50977 1.2815
P 1.25475 -1.15928 -1.12159 1.4597
C 1.52168 -2.93359 -1.18979 -0.9527
C 0.74534 -0.76124 -2.79522 -1.0019
H 2.35168 0.93507 -0.78823 0.3043
H 3.41821 -0.24955 -1.58169 0.3112
H 3.13189 -0.36896 0.17714 0.2830
C 2.66543 -0.11887 -0.78519 -0.9908
H 0.58392 0.31950 -2.97454 0.2568
H 1.58700 -1.06188 -3.45654 0.3268
H 2.31763 -3.15506 -1.92082 0.3089
H 0.57813 -3.39279 -1.53334 0.2996
H -0.14977 -1.33136 -3.08383 0.2937
H 1.79207 -3.33268 -0.20167 0.2958
C -0.04535 -0.93745 0.17562 -0.1261
O -1.16147 -1.50764 0.06058 -0.3684
Cl 0.15920 3.04261 -0.68526 -0.6045
C -2.61582 -0.50707 3.30122 -0.6581
C -2.35751 0.54884 2.27192 -0.0414
O -0.90004 0.82212 2.05346 -0.8196
P 0.32297 -0.09862 1.73586 2.4002
O 0.54267 -1.20784 2.81386 -0.8413
C 0.81768 -1.04393 4.31563 -0.0385
C 0.43066 0.30912 4.83151 -0.6666
O 1.54845 0.87844 1.73580 -0.8722
C 2.87476 1.04114 2.52794 -0.0107
C 3.06666 2.52257 2.60567 -0.6530
H -2.22542 -1.48082 2.99117 0.2245
H -3.70076 -0.62528 3.42096 0.2786
H -2.21007 -0.22954 4.27427 0.2308
H -2.78599 0.28533 1.30027 0.1825
H -2.75721 1.52012 2.57428 0.2392
H 0.21424 -1.84332 4.76243 0.2422
H 1.88019 -1.27327 4.46168 0.2215
H -0.64729 0.45944 4.75442 0.2249
H 0.71047 0.35950 5.89277 0.2852
H 0.94714 1.12434 4.30078 0.2117
H 2.76821 0.55320 3.50909 0.2142
H 3.66701 0.55518 1.93881 0.2043
H 2.24735 2.98687 3.15678 0.2381
H 4.00376 2.77298 3.10555 0.2736
H 3.08065 2.95883 1.60194 0.2352

***

No. 4
66
Properties=species:S:1:pos:R:3:nbo_charge:R:1 method="wB97M-V/def2-TZVPD" s2=0.753 multiplicity=2 gap_ev="6.7 / 6.5" total_energy_ha=-4863.67625 mol_weight_da=811.539
Zn 0.49968 -1.92797 0.48843 1.7346
C 1.32426 -3.69595 4.29207 -0.7119
C 0.72121 -3.49350 2.92656 0.6310
O 0.86837 -2.35293 2.44079 -0.7490
C 0.01993 -4.57115 2.26670 -0.3283
C 0.07372 -5.86526 2.83778 -0.1191
C -0.57122 -6.93601 2.28372 -0.2829
C -1.32531 -6.73718 1.11589 -0.1580
C -1.40910 -5.50196 0.53521 -0.2489
C -0.73255 -4.37772 1.07079 0.4227
O -0.87403 -3.24115 0.45014 -0.9092
H 1.61743 -2.72536 4.68204 0.2433
H 2.21633 -4.31966 4.20837 0.2472
H 0.63252 -4.18260 4.97691 0.2324
H 0.65487 -6.01720 3.73630 0.2102
H -0.50249 -7.91570 2.73458 0.2170
H -1.84432 -7.57397 0.66450 0.2136
H -1.98330 -5.33854 -0.36711 0.2157
F 2.25777 -2.27011 -0.27271 -0.7578
Sb 3.29863 -0.44886 0.01299 2.6412
F 2.52614 0.77325 -1.33138 -0.7102
F -0.07988 -0.49915 -0.79242 -0.7653
F 4.18511 -1.13682 -1.49864 -0.6541
F 4.65206 0.85662 0.33171 -0.6833
F 4.24031 -1.58336 1.21665 -0.6705
C -2.53607 0.70046 1.61412 -1.1169
Si -1.80192 2.27909 0.91516 1.2152
C -3.07564 3.17417 -0.13775 -1.1139
C -1.26052 3.41425 2.31958 -1.1075
Si 0.16569 1.79946 -0.30316 0.2033
Te 1.44592 0.73971 1.63655 -0.2188
Si -0.83978 0.31649 -2.43468 1.7849
C -2.43571 -0.59418 -2.08397 -1.1693
C -1.35701 1.93608 -3.25315 -1.1496
C 0.47116 -0.50110 -3.46000 -1.1727
Si 1.46350 3.55719 -1.24790 1.3101
C 0.21201 4.94746 -1.48383 -1.1248
C 2.33622 3.20862 -2.86215 -1.1236
C 2.66839 3.99989 0.11596 -1.1280
H -3.31452 0.94968 2.33965 0.2440
H -1.78595 0.09369 2.12475 0.2450
H -2.98383 0.08133 0.83474 0.2461
H -3.90973 3.50068 0.48816 0.2459
H -3.48410 2.52784 -0.91641 0.2358
H -2.65414 4.05936 -0.61743 0.2423
H -2.08327 3.56414 3.02354 0.2440
H -0.95850 4.39304 1.94199 0.2399
H -0.41910 3.00678 2.88452 0.2365
H -3.18917 0.09158 -1.69050 0.2377
H -2.31002 -1.42412 -1.38786 0.2636
H -2.83545 -0.99622 -3.01987 0.2490
H -1.95342 2.56819 -2.59444 0.2411
H -1.98259 1.66866 -4.11245 0.2527
H -0.51037 2.51165 -3.61882 0.2406
H 0.78475 -1.45617 -3.03760 0.2591
H 1.35262 0.13935 -3.51593 0.2702
H 0.10464 -0.66654 -4.47622 0.2447
H -0.62495 4.64740 -2.11882 0.2355
H 0.69269 5.80626 -1.95936 0.2448
H -0.19049 5.28380 -0.52633 0.2349
H 1.64321 3.01826 -3.67985 0.2316
H 3.01635 2.36181 -2.77645 0.2765
H 2.91680 4.09735 -3.12371 0.2424
H 2.14503 4.18802 1.05542 0.2352
H 3.23051 4.90018 -0.14555 0.2444
H 3.38060 3.18858 0.28011 0.2677